{
  "formula": "C21H16N6O3PtS3",
  "method": "ωB97M-V/def2-TZVPD",
  "elements": ["Pt", "N", "C", "S", "N", "N", "C", "C", "C", "C", "C", "C", "N", "H", "H", "H", "H", "H", "H", "H", "S", "C", "N", "C", "C", "C", "C", "C", "C", "H", "H", "H", "H", "H", "O", "C", "N", "S", "O", "O", "C", "C", "C", "C", "C", "C", "H", "H", "H", "H"],
  "xyz": [[-0.07782, -0.02473, 0.01019], [1.11106, 3.72388, -1.76088], [0.76277, 2.44335, -1.48146], [-0.55924, 2.21861, -0.31060], [1.39362, 1.45056, -2.01822], [1.06574, 0.24182, -1.56543], [1.58477, -0.87208, -2.09966], [1.15874, -2.07556, -1.54239], [1.60893, -3.36080, -1.93033], [1.04961, -4.47338, -1.37296], [0.01272, -4.32895, -0.43087], [-0.37203, -3.06143, -0.05660], [0.19592, -1.96747, -0.55464], [0.44155, 4.43789, -1.53582], [1.71852, 3.86873, -2.54894], [2.24889, -0.80071, -2.94518], [2.38146, -3.42226, -2.67995], [1.39112, -5.45847, -1.64891], [-0.46170, -5.18675, 0.01373], [-1.15615, -2.92294, 0.67536], [4.54933, 0.38184, 1.89150], [3.21067, 0.44020, 0.79590], [2.23323, -0.35053, 1.04680], [2.45518, -1.09247, 2.17261], [1.58755, -2.02977, 2.72779], [1.99195, -2.70834, 3.85742], [3.23619, -2.47462, 4.44131], [4.10440, -1.53893, 3.91618], [3.70332, -0.84716, 2.78417], [3.24338, 1.10496, -0.04581], [0.62196, -2.20496, 2.27850], [1.32885, -3.43606, 4.29587], [3.52662, -3.03252, 5.31858], [5.06547, -1.35205, 4.36749], [0.32264, 1.19387, 2.54843], [-0.65241, 0.46730, 2.71239], [-1.14941, -0.32324, 1.75036], [-2.45453, -1.20596, 2.26464], [-3.60844, -0.92347, 1.46695], [-2.09162, -2.59634, 2.39905], [-2.48522, -0.50832, 3.90550], [-3.27438, -0.79698, 4.99390], [-2.98417, -0.15011, 6.18902], [-1.91312, 0.72920, 6.28138], [-1.10291, 0.98312, 5.18349], [-1.40314, 0.35005, 3.98883], [-4.08353, -1.50595, 4.91177], [-3.59398, -0.34022, 7.05916], [-1.70538, 1.21351, 7.22432], [-0.24903, 1.64089, 5.24187]],
  "forces_ev_per_angstrom": [[-1.3, 0.3, -1.4], [0.0, -0.7, -0.3], [-1.9, 0.5, 1.9], [0.8, 0.4, -0.3], [1.7, -0.4, -1.4], [0.1, -1.9, -0.5], [-0.2, 3.6, 0.1], [-1.3, -2.5, 1.5], [-0.1, 1.5, -0.2], [-0.9, -0.4, 0.9], [0.8, -0.2, -0.7], [-0.1, -0.2, 0.0], [1.0, -0.5, -0.7], [0.0, 0.0, 0.1], [0.0, 0.1, -0.1], [0.2, 0.1, 0.0], [0.1, -0.1, -0.1], [0.0, -0.1, -0.1], [-0.1, -0.1, 0.0], [0.2, 0.0, 0.0], [-0.1, -0.2, 0.1], [0.2, -0.2, 0.3], [0.3, 0.2, -0.4], [0.7, -0.1, 0.7], [0.1, 0.0, 0.0], [-0.2, 0.0, -0.1], [0.2, 0.1, 0.1], [0.0, -0.1, 0.1], [-0.2, 0.1, -0.3], [-0.1, 0.2, -0.3], [-0.1, 0.0, 0.0], [-0.1, -0.1, 0.1], [0.0, 0.0, 0.1], [0.1, 0.0, 0.1], [-0.5, -0.2, 0.6], [1.0, 1.0, 0.7], [-0.6, -0.4, -0.3], [0.1, 0.1, -0.2], [-0.1, 0.2, 0.2], [0.0, -0.2, 0.1], [0.7, 0.2, -0.5], [-0.2, -0.1, -0.1], [0.0, -0.1, -0.1], [0.1, 0.1, 0.0], [0.0, -0.1, -0.1], [-0.2, 0.1, 0.4], [-0.1, 0.0, 0.1], [-0.1, 0.0, 0.1], [0.0, 0.0, 0.1], [0.0, 0.1, 0.0]],
  "total_charge": 0,
  "orbital_gap_ev": 6.3,
  "homo_energy_ha": -0.273
}


{
  "formula": "C31H32MnOP",
  "method": "ωB97M-V/def2-TZVPD",
  "elements": ["Mn", "C", "C", "C", "C", "C", "C", "C", "C", "C", "C", "C", "C", "H", "H", "H", "H", "H", "H", "H", "H", "H", "H", "H", "H", "H", "H", "H", "H", "H", "H", "O", "C", "C", "C", "C", "C", "C", "C", "P", "C", "C", "C", "C", "C", "C", "C", "C", "C", "C", "C", "C", "H", "H", "H", "H", "H", "H", "H", "H", "H", "H", "H", "H", "H", "H"],
  "xyz": [[-1.31001, -0.12857, -0.71859], [-3.03172, 2.91524, 0.08442], [-2.88074, 1.48848, 0.55045], [-3.59939, 0.45816, -0.08655], [-4.60412, 0.77508, -1.16682], [-3.37667, -0.89222, 0.28484], [-4.08134, -1.99710, -0.46589], [-2.47184, -1.18724, 1.32784], [-2.25532, -2.60595, 1.79119], [-1.75418, -0.14980, 1.96172], [-0.73277, -0.52094, 3.00415], [-1.98006, 1.18861, 1.59764], [-1.28536, 2.31847, 2.31356], [-3.83062, 3.42520, 0.62948], [-3.26802, 2.96525, -0.97526], [-2.11494, 3.47837, 0.24007], [-4.17013, 0.66224, -2.16375], [-4.98177, 1.78854, -1.07306], [-5.45979, 0.10617, -1.10204], [-5.03175, -2.24984, 0.01154], [-3.48052, -2.90207, -0.50552], [-4.28826, -1.70630, -1.49240], [-1.30784, -3.01309, 1.42711], [-3.05439, -3.26643, 1.47068], [-2.21562, -2.64554, 2.87911], [-1.21434, -0.81326, 3.94080], [-0.04966, 0.29459, 3.21792], [-0.13607, -1.37142, 2.66946], [-0.38618, 2.64171, 1.77897], [-0.98940, 2.03653, 3.31951], [-1.94609, 3.17819, 2.40261], [-1.54252, -0.69005, -2.86103], [-0.61975, 0.09691, -2.56600], [0.71623, 0.02735, -3.19284], [0.97118, -0.00789, -4.55900], [2.28640, -0.00090, -4.99886], [3.33426, 0.01500, -4.08746], [3.08554, 0.01248, -2.72115], [1.77302, 0.03211, -2.26880], [1.30840, -0.13964, -0.51130], [1.98400, 1.30092, 0.34327], [2.32152, 1.22845, 1.69563], [2.68993, 2.37557, 2.38183], [2.71020, 3.60238, 1.73113], [2.37063, 3.67975, 0.38756], [2.00902, 2.53368, -0.30803], [2.21103, -1.60294, 0.06090], [1.52313, -2.81584, 0.07550], [2.16416, -3.98273, 0.46372], [3.49421, -3.94116, 0.85519], [4.18445, -2.73667, 0.84835], [3.54945, -1.57023, 0.44919], [0.14954, -0.02832, -5.26354], [2.49769, -0.01455, -6.06018], [4.35650, 0.01564, -4.44370], [3.91188, -0.01334, -2.02043], [2.31294, 0.27385, 2.20911], [2.96662, 2.30993, 3.42657], [2.99961, 4.49525, 2.26982], [2.39401, 4.63199, -0.12629], [1.75349, 2.60007, -1.35913], [0.48509, -2.84913, -0.23154], [1.62445, -4.92083, 0.46190], [3.99466, -4.84866, 1.16627], [5.22277, -2.70521, 1.15287], [4.09518, -0.63429, 0.44728]],
  "forces_ev_per_angstrom": [[0.1, 0.2, 0.6], [0.0, 0.0, 0.0], [0.1, 0.0, -0.1], [0.0, -0.1, 0.0], [-0.1, 0.0, 0.0], [0.1, 0.0, 0.0], [-0.1, 0.0, 0.0], [0.1, 0.0, -0.2], [0.0, 0.0, 0.0], [0.0, 0.1, 0.0], [0.0, 0.0, 0.0], [0.0, -0.1, 0.0], [0.0, 0.0, 0.0], [0.0, 0.0, 0.0], [0.0, 0.0, 0.0], [0.0, 0.0, 0.0], [0.0, 0.0, 0.0], [0.0, 0.0, 0.0], [0.0, 0.0, 0.0], [0.0, 0.0, 0.0], [0.0, 0.0, 0.0], [0.0, 0.0, 0.0], [0.0, 0.0, 0.0], [0.0, 0.0, 0.0], [0.0, 0.0, 0.0], [0.0, 0.0, 0.0], [0.0, 0.0, 0.0], [0.0, 0.0, 0.0], [0.0, 0.0, 0.0], [0.0, 0.0, 0.0], [0.0, 0.0, 0.0], [-0.1, 0.0, -0.1], [-0.1, -0.2, -0.4], [0.2, 0.2, 0.1], [0.0, 0.0, 0.1], [-0.1, 0.0, 0.0], [0.1, 0.0, 0.1], [0.0, 0.0, -0.1], [-0.1, 0.0, -0.1], [-0.3, -0.2, 0.0], [0.0, 0.0, 0.1], [0.0, 0.0, 0.0], [0.0, 0.0, 0.0], [0.0, 0.0, 0.0], [0.0, 0.0, 0.0], [0.0, 0.0, 0.0], [0.0, 0.0, 0.1], [0.1, 0.0, 0.0], [0.0, 0.0, 0.0], [0.0, 0.0, 0.0], [0.0, 0.0, 0.0], [0.0, 0.0, 0.0], [0.0, 0.0, 0.0], [0.0, 0.0, 0.0], [0.0, 0.0, 0.0], [0.0, 0.0, 0.0], [0.0, 0.0, 0.0], [0.0, 0.0, 0.0], [0.0, 0.0, 0.0], [0.0, 0.0, 0.0], [0.0, 0.0, 0.0], [-0.1, 0.0, 0.0], [0.0, 0.0, 0.0], [0.0, 0.0, 0.0], [0.0, 0.0, 0.0], [0.0, 0.0, 0.0]],
  "de_lowest_kj_mol": 0.0,
  "multiplicity": 6,
  "total_charge": 1,
  "orbital_gap_ev": [7.4, 7.9],
  "s2": 8.81,
  "homo_energy_ha": [-0.355, -0.403]
}


{
  "formula": "C28H28F16N5O3PS2Ti",
  "method": "ωB97M-V/def2-TZVPD",
  "elements": ["Ti", "C", "N", "C", "C", "N", "C", "C", "F", "C", "F", "C", "F", "C", "F", "C", "F", "C", "C", "N", "C", "C", "F", "C", "F", "C", "F", "C", "F", "C", "F", "H", "H", "H", "H", "H", "H", "H", "H", "H", "H", "H", "C", "C", "O", "P", "S", "S", "O", "C", "C", "H", "H", "H", "H", "H", "H", "H", "H", "H", "H", "N", "C", "C", "N", "C", "H", "H", "H", "H", "C", "C", "O", "C", "F", "F", "F", "C", "F", "F", "F", "H", "H", "H"],
  "xyz": [[0.34459, -0.11000, -0.13736], [-0.07340, 3.09001, 0.06449], [0.21701, 1.90449, 0.88596], [1.54122, 2.11898, 1.47795], [1.96331, 0.94859, 2.33473], [1.85100, -0.26527, 1.54342], [2.31683, -1.39263, 2.11638], [2.90430, -2.41292, 1.30673], [3.08591, -2.13931, 0.01333], [3.38070, -3.60638, 1.79080], [3.91687, -4.51057, 0.95566], [3.33554, -3.88211, 3.14688], [3.77970, -5.05781, 3.62863], [2.84856, -2.90544, 3.99237], [2.82993, -3.13588, 5.31188], [2.37626, -1.70357, 3.50106], [1.91543, -0.82795, 4.42169], [-0.81459, 1.77740, 1.92655], [-1.08741, 0.33943, 2.36671], [-1.16576, -0.54817, 1.21006], [-2.02576, -1.59125, 1.38527], [-2.66988, -2.31058, 0.33180], [-2.49392, -1.95266, -0.93147], [-3.51714, -3.37929, 0.51941], [-4.02718, -4.01688, -0.54531], [-3.85918, -3.81024, 1.78673], [-4.69333, -4.84717, 1.97082], [-3.28856, -3.14956, 2.84957], [-3.55580, -3.55963, 4.09867], [-2.41065, -2.09963, 2.65690], [-1.83020, -1.63345, 3.78649], [0.00601, 4.00351, 0.67307], [-1.06779, 3.02886, -0.36179], [0.63434, 3.14782, -0.75860], [1.54027, 3.04077, 2.07957], [2.25472, 2.22803, 0.66286], [1.38190, 0.94535, 3.26100], [3.01304, 1.10035, 2.62781], [-0.55802, 2.39055, 2.80230], [-1.74644, 2.15405, 1.51157], [-2.05131, 0.36701, 2.88459], [-0.34904, -0.01068, 3.09206], [-6.66451, 3.47448, -1.59332], [-6.05611, 2.52157, -0.57501], [-5.88678, 1.21112, -1.09897], [-4.61553, 0.84186, -2.07685], [-1.36917, 0.79294, -1.77151], [-3.06009, 1.15721, -0.63910], [-4.82165, -0.76780, -1.97877], [-4.74298, -1.55645, -3.16384], [-6.07321, -1.56883, -3.89983], [-6.76420, 4.46984, -1.15827], [-7.65061, 3.12411, -1.89958], [-6.02275, 3.53281, -2.47291], [-6.71807, 2.41485, 0.28666], [-5.09516, 2.91089, -0.22721], [-4.46693, -2.55836, -2.84002], [-3.94856, -1.18210, -3.81672], [-6.85273, -1.97978, -3.25808], [-5.99849, -2.17064, -4.80694], [-6.35024, -0.54863, -4.17000], [0.33015, -4.24030, -0.67531], [0.40729, -3.83933, -1.98727], [0.41165, -2.48477, -1.96175], [0.34912, -2.04858, -0.65721], [0.28966, -3.13246, 0.09162], [0.30772, -5.18706, -0.34452], [0.44427, -4.53388, -2.80642], [0.40275, -1.79272, -2.78315], [0.21110, -3.16157, 1.16384], [3.45341, 2.09094, -1.58619], [2.58942, 0.94313, -2.13329], [1.64405, 0.49511, -1.26395], [1.90084, 1.43986, -3.43731], [1.12826, 2.50086, -3.17115], [1.13804, 0.48719, -3.98873], [2.76901, 1.84812, -4.39093], [3.58558, -0.19433, -2.51054], [4.45681, 0.18268, -3.47818], [4.33672, -0.52801, -1.44984], [2.98322, -1.30347, -2.95107], [2.82827, 2.96039, -1.39404], [4.23090, 2.36026, -2.29894], [3.91151, 1.75643, -0.65755]],
  "forces_ev_per_angstrom": [[-0.3, 1.7, 1.7], [0.0, 0.1, 0.0], [-0.1, 0.6, 0.1], [0.3, -0.2, 0.2], [0.1, -0.1, 0.0], [-0.4, -0.1, -0.2], [0.4, -0.4, 0.2], [-0.2, 0.6, 0.4], [-0.1, -0.3, -0.2], [-0.1, -0.1, 0.1], [0.0, 0.0, -0.1], [0.0, 0.1, 0.1], [0.0, 0.0, 0.0], [0.2, -0.1, -0.1], [0.0, 0.0, 0.1], [-0.2, 0.1, -0.4], [-0.1, -0.1, 0.1], [-0.3, -0.3, 0.2], [0.1, 0.3, 0.1], [-0.5, -0.4, 0.3], [-0.6, -0.4, 0.2], [0.3, 0.4, 0.4], [0.4, 0.1, -0.5], [0.0, -0.2, 0.2], [-0.1, 0.1, -0.1], [0.1, 0.0, -0.1], [0.0, 0.0, 0.0], [-0.1, 0.0, 0.1], [0.0, 0.0, 0.1], [0.3, 0.0, -0.3], [0.0, -0.3, 0.1], [0.0, -0.1, 0.0], [0.0, 0.0, 0.0], [0.0, 0.0, 0.0], [0.0, 0.0, 0.0], [-0.1, 0.1, 0.0], [0.0, 0.1, 0.0], [0.0, 0.1, 0.1], [0.0, 0.0, 0.0], [0.0, 0.1, -0.1], [0.1, 0.1, 0.0], [0.0, 0.1, 0.0], [0.1, -0.2, 0.1], [0.0, 0.2, -0.1], [-0.1, -0.1, 0.1], [0.5, 0.0, 0.0], [-0.2, -0.1, -0.7], [-0.4, 0.0, 0.1], [-0.2, -0.1, 0.1], [-0.1, 0.1, -0.2], [0.1, 0.0, 0.2], [0.0, 0.0, 0.0], [0.0, 0.0, 0.0], [0.0, 0.1, 0.0], [0.1, 0.0, 0.0], [0.0, 0.0, 0.0], [0.1, 0.0, 0.0], [0.0, 0.0, 0.1], [0.0, 0.0, 0.0], [0.0, 0.0, 0.0], [0.0, 0.0, -0.1], [0.0, 0.2, 0.1], [0.0, 0.0, -0.2], [-0.1, -0.1, -0.1], [-0.2, -2.2, -0.5], [0.0, -0.1, -0.1], [0.0, 0.0, 0.1], [0.0, 0.0, 0.0], [0.1, 0.1, 0.0], [0.0, 0.1, 0.0], [-0.2, -0.1, 0.0], [0.4, 0.1, -0.4], [1.4, 0.5, -1.5], [-0.1, 0.1, 0.0], [-0.1, -0.1, 0.0], [0.0, 0.1, 0.0], [0.0, -0.1, 0.1], [0.2, -0.1, 0.1], [-0.1, 0.0, 0.1], [-0.1, 0.1, -0.2], [-0.1, 0.0, 0.1], [0.0, 0.0, 0.0], [0.0, 0.0, 0.0], [0.0, 0.0, 0.0]],
  "multiplicity": 2,
  "total_charge": -1,
  "orbital_gap_ev": [6.3, 6.7],
  "s2": 0.75,
  "homo_energy_ha": [-0.147, -0.162]
}


| no. | maximum force (eV/Å) |
| --- | --- |
| 1 | 3.566 |
| 2 | 0.695 |
| 3 | 2.435 |